[1]
DFT (ωB97M-V with the def2-TZVPD basis set) results for a molecular structure, C44H80Br2Cl20F3N2O2S2 in a non-equilibrium geometry.

```
155
Properties=species:S:1:pos:R:3:forces:R:3:lowdin_charge:R:1
Cl 1.3973 -5.2733 4.7402 0.0202 0.0099 0.0191 0.553
H 5.2564 -0.2609 -4.1358 -0.0798 0.2728 -0.2990 0.064
H 4.7268 0.2212 -1.6833 -0.2758 0.1325 0.1569 0.060
C 4.4537 1.2603 2.0804 -0.5317 -0.3478 -0.1844 -0.170
H -7.4675 -4.3307 -8.0158 -0.0467 0.0056 0.0213 0.076
H -8.1686 -2.5284 -1.2134 0.0015 0.0634 -0.0003 0.073
C 8.1580 0.6296 0.5070 -0.0180 -0.3851 0.2556 -0.105
C -0.9044 1.1291 -1.2865 0.2061 -0.6897 -0.5592 -0.122
Cl -5.7773 -3.2390 -4.9244 0.3053 -0.1992 -0.1283 0.539
H -1.3434 1.8498 -0.6249 -0.0629 0.4214 0.3527 0.114
H 3.2974 0.9646 3.8287 -0.3830 0.2683 0.0125 0.080
H -15.0025 -0.7093 -3.3620 -0.0248 0.0011 -0.0487 0.074
S 4.1356 -2.0157 -2.4109 -0.6243 -0.0498 -0.2861 0.973
C -14.1331 -1.3310 -3.5674 -0.0591 0.0618 0.0860 -0.666
H 4.8442 7.4295 3.2265 -0.0133 -0.0554 0.0278 0.067
C 0.2559 -3.3811 3.1471 -0.1464 0.0029 -0.0336 -0.679
H 2.9956 -0.2260 2.5572 -0.5151 -0.0641 -0.0867 0.062
H 7.6418 -1.5914 3.7337 0.1159 -0.4376 -0.0374 0.069
H 6.1780 -4.2467 3.1989 0.0496 0.0617 0.0087 0.063
N 2.3334 -0.8000 -0.7154 -0.4200 0.8257 0.1678 -0.079
H 6.6792 -1.0963 2.3709 -0.0688 -0.0038 -0.2892 0.099
H -7.9541 -3.8334 -5.5873 0.0194 0.1088 0.0133 0.055
S 0.2884 -1.7295 -2.2169 -0.4541 -0.4015 -2.0351 0.804
H 5.9858 -0.9586 -1.3059 0.0774 -0.0570 0.5344 0.055
H -6.7925 -5.1432 -5.8357 0.0560 -0.0043 -0.0224 0.075
C -1.5528 7.9387 -0.4174 -0.0850 0.0229 -0.0326 -0.653
C -0.2403 -3.0886 -1.0153 -0.5488 0.0632 0.4439 -0.616
C 1.1161 -0.4660 -1.1656 -0.7429 -0.2761 -0.2691 -0.105
H 7.6669 1.5644 0.7345 -0.0608 0.4537 0.0388 0.067
H -0.6584 -4.1403 4.9442 0.0424 0.0268 0.0443 0.072
Cl 1.0071 -1.9851 3.9646 0.0642 0.0624 -0.0485 0.595
H 5.0998 0.6993 1.4204 0.2868 -0.2126 -0.2293 0.099
H -6.6261 -8.0677 -0.9388 -0.0302 -0.0132 -0.0441 0.075
C 0.6971 3.2829 -3.4900 -0.3992 -0.0373 0.3767 -0.098
H 5.0793 1.9692 2.6018 0.2250 0.3145 0.1355 0.103
C -10.1112 -2.9809 -2.0295 -0.1479 -0.1046 -0.0247 -0.676
C 4.6030 5.8462 1.8242 -0.1194 -0.0540 0.0246 -0.673
H -0.0093 0.7406 1.9697 0.0015 -0.2523 -0.2635 0.083
H 3.9846 2.6392 0.5199 0.1306 0.3602 -0.0883 0.087
C -6.8137 -3.7042 -7.4124 0.0030 -0.0326 -0.0665 -0.650
C 7.1274 -0.7463 3.3000 -0.3895 0.4908 -0.0168 -0.212
C -0.7377 3.0880 -3.0046 0.5270 -0.5969 -0.5171 -0.221
H 4.6185 5.0216 2.5315 0.0471 -0.0520 0.0267 0.040
C 7.6344 -5.5843 4.0486 0.0339 -0.0837 -0.0426 -0.659
C 6.3687 -4.7737 4.1310 -0.1281 -0.0416 -0.0362 -0.649
C -7.0461 -7.1046 -0.6557 0.0375 -0.0848 0.0319 -0.649
C 1.2664 1.6457 -0.0433 -0.2196 -1.2559 -1.2169 -0.108
Cl -11.7730 -1.5630 -4.9176 0.0555 -0.0076 -0.1407 0.548
H 3.5659 6.1204 1.6381 0.0080 0.0424 -0.0224 0.032
C 3.7582 0.3428 3.0684 0.6881 -0.1429 0.4398 -0.224
Cl -2.0075 5.3336 0.3151 -0.0233 -0.0821 -0.0244 0.589
H -13.8557 -0.7140 -5.6157 0.0064 -0.0770 -0.0247 0.068
H 0.9354 -3.7152 2.3699 0.0941 -0.0368 0.0518 0.052
Cl 3.4606 6.5791 6.4379 -0.0035 -0.0027 -0.0638 0.550
C 5.2498 -0.6562 -2.0318 0.5135 0.0465 -0.3049 -0.533
C 3.2527 3.8717 6.7424 -0.0531 -0.0488 0.1049 -0.635
H 6.2126 -0.8433 5.1877 -0.0497 0.1063 0.5104 0.062
H -6.6061 0.4893 -3.6041 -0.0283 0.1389 0.0830 0.020
C -5.4314 0.7222 -5.3928 0.0159 -0.0252 -0.0967 -0.658
C -0.8976 6.7323 0.1974 0.1532 0.1184 0.1143 -0.668
H 4.0005 3.9543 7.5257 0.0615 0.0437 -0.0348 0.073
H -0.8774 8.7896 -0.3529 0.0512 -0.0240 0.0031 0.077
O 1.2193 -2.2529 -3.1644 0.4862 -0.1270 0.9162 -0.263
Cl -1.9149 7.6837 -2.1425 -0.0150 -0.0190 -0.0025 0.553
Cl -14.7391 -2.9494 -4.0073 0.0204 -0.0254 0.0144 0.536
H 5.5236 -5.4274 4.3406 0.0200 -0.0266 0.0429 0.071
H -0.3863 1.0462 -3.4017 0.0761 -0.4821 -0.1811 0.100
H 1.8413 5.2697 7.5194 0.0366 -0.0028 0.0415 0.078
C -8.6192 -2.8440 -2.1503 0.0360 -0.1478 -0.0014 -0.643
C 0.4870 0.7634 -0.8572 1.0911 0.6379 0.8031 -0.041
Cl -10.8676 -1.5103 -1.3651 -0.0229 0.0586 0.0535 0.554
H 6.6429 -1.1451 -3.5768 0.4060 -0.0390 -0.1468 0.074
H -0.6567 -3.0159 2.6804 -0.0516 -0.0174 0.0473 0.066
H -0.0382 6.4001 -0.3757 -0.1213 0.1138 -0.0658 -0.013
C -6.9615 -4.0753 -5.9614 -0.1349 -0.1260 0.0624 -0.649
C 5.3619 7.0310 2.3553 0.0316 0.0766 0.0615 -0.655
H -0.5721 6.9596 1.2117 -0.0512 -0.0099 0.0246 0.071
H 5.4482 7.8165 1.6093 0.0474 -0.0176 -0.0376 0.071
H -2.4805 8.1928 0.0879 -0.0435 -0.0320 -0.0254 0.071
H -10.3511 -3.7960 -1.3522 0.0446 0.0361 0.0238 0.014
Cl -9.2888 -5.7485 0.1395 0.0768 -0.0413 0.0265 0.589
H 9.1378 -0.9449 1.5756 0.2673 -0.2989 0.0524 0.107
H 6.1137 0.7460 4.4804 -0.1650 0.3752 0.1146 0.097
H -2.0587 1.4166 -3.0245 -0.1299 -0.2835 -0.1366 0.023
H -10.5745 -3.1840 -2.9917 -0.0060 0.0973 -0.0330 0.031
Cl -8.1624 -1.6582 -3.4068 -0.3500 0.0243 0.1530 0.584
H -13.5503 -1.4289 -2.6557 0.0439 -0.0504 -0.0129 0.032
H 2.5993 3.0324 6.9728 -0.0276 -0.0104 -0.0580 0.076
H 4.6404 -1.6249 3.3024 -0.0298 -0.3137 -0.1217 0.097
Cl 6.4302 -3.5666 5.4396 -0.0328 -0.0747 0.0522 0.603
Cl 5.2742 5.2499 0.2748 0.0172 -0.0011 0.0435 0.537
H -0.1774 3.1497 -0.1870 -0.5342 0.1417 -0.4152 0.008
C 5.9802 -0.3269 -3.3334 -0.6072 -0.5703 0.1605 -0.153
C 8.1683 0.3309 3.0172 0.0506 -0.6407 -0.0158 -0.216
H -6.5900 -6.7880 0.2780 -0.0142 0.0797 0.0026 0.068
C 0.6938 2.9526 0.3856 0.0961 0.3487 1.1340 -0.617
C -13.3188 -0.7109 -4.6714 -0.0385 0.0965 0.0049 -0.647
C 3.0375 -2.0703 -0.9790 1.1830 0.0779 0.0545 -0.390
H 9.8456 0.6629 1.7763 0.4380 -0.0783 -0.0172 0.103
H 8.8277 0.7767 -0.3285 0.0122 -0.0321 -0.3818 0.071
H -4.3921 0.6666 -5.7066 0.0170 0.0415 0.0104 0.071
O -0.9343 -1.2672 -2.7770 -0.2533 0.4785 0.8403 -0.230
C 3.4332 2.0357 1.2393 0.5788 -0.4437 -0.5357 -0.145
Cl -7.2828 -2.0128 -7.7225 0.0222 0.0303 0.0105 0.563
H 0.8982 2.5972 -4.3019 0.0257 -0.0777 -0.3896 0.076
H -8.7838 -8.0362 0.1581 0.0298 0.0076 0.0423 0.075
H 2.8680 2.7365 1.8338 -0.2509 0.0778 0.2219 0.049
H 3.6563 -2.2369 -0.1118 -0.0121 0.1606 0.4776 0.100
H 1.7681 5.0869 5.7653 0.0057 -0.0062 -0.0335 0.012
H 1.4156 3.0540 -2.7158 0.3665 0.0957 0.3156 0.031
C 8.9195 0.1060 1.7139 -0.1459 0.7928 0.0776 -0.253
H -0.6417 -5.2656 3.5825 0.0187 -0.0004 -0.0392 0.076
H -5.7913 -3.8370 -7.7549 0.0330 0.0519 0.0170 0.068
C 2.5304 1.1879 0.3693 0.3678 0.7656 0.7782 -0.156
Br 0.9527 4.2686 3.0458 -0.0984 0.0206 0.1325 0.752
H -5.3524 -0.7223 -3.8309 0.0631 -0.1221 0.0245 0.010
F 0.1955 -2.7528 0.2197 0.0048 -0.3153 -0.4164 0.109
H -0.8558 3.1327 1.8708 -0.2988 0.3432 -0.1816 0.055
C 6.0105 -0.3114 4.2712 0.4805 -0.3506 -0.3645 -0.210
H 7.3833 -0.0793 0.2478 -0.2987 -0.1790 -0.3493 0.037
H -0.2993 1.5817 3.4479 -0.1978 -0.0204 0.2704 0.088
C -1.0342 1.6040 -2.7460 -0.0724 0.9271 0.3961 -0.187
Cl 4.1036 3.4776 5.2233 0.0712 -0.0449 -0.0749 0.562
H 7.5079 -6.3887 3.3264 -0.0179 0.0173 -0.0340 0.073
C 4.5964 -0.6875 3.8457 0.1104 0.4666 -0.0016 -0.202
C 0.3423 1.5633 2.5774 -0.3934 0.2558 0.4570 -0.137
C -0.0719 -4.4974 4.1022 -0.0343 -0.0633 0.0347 -0.657
Cl -4.4925 1.2441 -2.8758 -0.1867 0.0185 0.0689 0.590
H -1.5251 0.2548 -1.1802 -0.2229 -0.3815 0.0266 0.108
H 7.8915 -6.0183 5.0105 0.0332 0.0541 0.0389 0.070
H -0.9818 3.7232 -2.1628 -0.0974 0.2182 0.2651 0.078
Cl -6.0099 2.3804 -5.7035 0.0381 0.0053 0.0064 0.548
H 1.3303 1.3785 2.9591 0.4796 -0.1905 -0.1526 0.043
H 6.5158 0.6013 -3.2357 0.3128 0.2564 -0.0165 0.077
H 7.7072 1.3110 3.0118 -0.1208 0.3670 -0.0570 0.099
C -8.5409 -7.2257 -0.5260 -0.0849 -0.1069 0.0081 -0.641
Cl -6.5706 -5.9387 -1.9204 0.0723 0.0072 -0.0074 0.560
F 0.2582 -4.2638 -1.3847 -0.2241 0.6984 0.2859 0.175
Cl 7.0036 6.5823 2.8777 0.0064 0.0079 -0.0121 0.553
H 4.0386 -0.8581 4.7552 -0.2913 -0.4220 0.2250 0.096
C 0.1956 2.9042 1.8878 0.2872 -0.1580 -0.2600 -0.700
C -5.5949 0.3253 -3.9527 0.0716 0.0897 -0.0731 -0.679
H -13.0762 0.3181 -4.4128 0.0356 -0.0089 0.0556 0.075
H -1.3685 3.3876 -3.8302 -0.3984 0.2254 -0.0833 0.112
H 0.8388 4.2956 -3.8338 0.2868 0.3118 -0.0721 0.076
Cl 9.0158 -4.6011 3.4990 0.0089 0.0136 0.0106 0.545
H -6.0191 0.0525 -6.0171 -0.0503 -0.0433 0.0183 0.031
H 2.3633 -2.9006 -1.0539 -0.2648 -0.1951 -0.3003 0.061
Br 1.7731 4.5049 -0.0701 0.2720 -0.4828 -0.4174 0.850
C 2.4372 5.1311 6.6195 -0.0510 0.0547 0.0437 -0.664
H 8.8867 0.3192 3.8277 0.1347 0.1518 0.3353 0.113
N 3.0415 0.0153 0.0358 -0.3340 -0.4096 -0.1652 0.202
H -9.0080 -7.4324 -1.4849 -0.0012 0.0600 -0.0337 0.072
H -8.1878 -3.8049 -2.4339 -0.0418 0.1107 -0.0262 0.012
F -1.5736 -3.1290 -0.9834 0.9592 -0.1442 -0.1016 0.166
```
Forces are in eV/Å.

Output
* energy: -17432.12091 a.u.
* net charge: +1
* LUMO level: -0.17516 Ha
* HOMO level: -11.65 eV

***

[2]
DFT (ωB97M-V with the def2-TZVPD basis set) results for 2 unconnected molecules or ions with the total composition C3H5NO in a non-equilibrium geometry.

```
10
Properties=species:S:1:pos:R:3:forces:R:3:nbo_charge:R:1
N 0.8678 0.5330 -1.1472 0.5211 -0.1670 0.9149 -0.391
H 0.8657 -0.9624 1.7584 -0.5635 0.0527 -1.3390 0.268
H -3.0654 1.7432 -1.1173 0.5938 0.7010 -1.0071 0.068
H 0.3877 -1.9844 0.3298 0.7237 -0.8382 0.2006 0.275
C 1.0063 -0.1624 -0.2377 -0.6049 1.0102 -1.4151 0.338
C 1.0962 -1.2467 0.6865 1.8207 1.0141 2.8162 -0.753
H 2.2254 -1.3606 0.8827 -1.6033 -1.1523 -1.0102 0.275
H -0.3091 2.0243 -1.3799 0.4094 0.3327 -0.4507 0.527
C -2.0143 1.9898 -0.8016 1.1715 -0.3397 -0.1394 0.045
O -1.1639 2.1481 -1.8270 -2.4685 -0.6134 1.4297 -0.654
```
Forces are in eV/Å.

Output
* energy: -247.15862 a.u.
* LUMO level: 0.02056 Ha
* energy above the lowest of the compared OMol25 structures with the same formula, charge and spin: 390.2 kJ/mol
* HOMO level: -8.08 eV